[1]
{"formula": "C24H28N2O2", "method": "ωB97M-V with the def2-TZVPD basis set", "total_charge": 0, "smiles": "C#C[C@H](CO)N(CCN(Cc1ccccc1)[C@H](C#C)CO)Cc1ccccc1", "e_lumo_ev": 0.73, "relative_energy_kcal_mol": 147.22, "homo_energy_ev": -8.6, "symbols": ["C", "C", "C", "N", "C", "H", "H", "C", "N", "C", "C", "C", "C", "C", "C", "C", "H", "H", "H", "H", "H", "H", "H", "C", "C", "C", "H", "H", "C", "O", "H", "H", "H", "H", "H", "C", "C", "C", "C", "C", "C", "C", "H", "H", "H", "H", "H", "H", "H", "H", "C", "O", "H", "H", "H", "H"], "positions_angstrom": [[-5.073, -0.892, -0.131], [-3.991, -0.462, -0.408], [-2.634, -0.022, -0.702], [-1.616, -0.803, -0.002], [-1.586, -0.535, 1.424], [-0.915, -1.271, 1.874], [-2.579, -0.670, 1.890], [-1.087, 0.877, 1.765], [-0.003, 1.300, 0.900], [1.230, 0.565, 1.124], [2.160, 0.696, -0.051], [1.635, 0.681, -1.339], [2.466, 0.781, -2.439], [3.837, 0.892, -2.264], [4.367, 0.904, -0.986], [3.532, 0.811, 0.116], [3.951, 0.825, 1.112], [5.434, 0.990, -0.845], [4.489, 0.967, -3.122], [2.048, 0.769, -3.436], [0.566, 0.585, -1.449], [0.973, -0.492, 1.223], [1.737, 0.880, 2.053], [0.220, 2.743, 0.880], [0.245, 3.350, 2.207], [0.247, 3.772, 3.327], [0.259, 4.173, 4.297], [1.204, 2.899, 0.414], [-0.820, 3.466, 0.000], [-0.901, 2.928, -1.296], [-0.006, 2.782, -1.627], [-0.554, 4.533, -0.040], [-1.823, 3.386, 0.426], [-1.906, 1.591, 1.654], [-0.796, 0.888, 2.830], [-1.690, -2.236, -0.267], [-0.366, -2.875, 0.059], [-0.228, -3.758, 1.122], [1.011, -4.291, 1.438], [2.127, -3.940, 0.699], [1.998, -3.065, -0.367], [0.758, -2.543, -0.687], [0.658, -1.863, -1.518], [2.864, -2.786, -0.949], [3.095, -4.350, 0.951], [1.104, -4.977, 2.267], [-1.095, -4.030, 1.707], [-1.903, -2.373, -1.329], [-2.499, -2.717, 0.308], [-2.520, 1.012, -0.359], [-2.373, -0.004, -2.227], [-2.711, 1.218, -2.819], [-2.214, 1.921, -2.370], [-2.979, -0.758, -2.738], [-1.310, -0.237, -2.389], [-6.040, -1.236, 0.089]]}

***

[2]
{"formula": "C11H23ClInO14S3", "method": "ωB97M-V with the def2-TZVPD basis set", "total_charge": -1, "e_lumo_ev": 1.65, "homo_energy_ev": -4.8, "symbols": ["O", "C", "O", "C", "C", "C", "C", "In", "Cl", "H", "H", "H", "H", "H", "H", "H", "H", "H", "H", "H", "C", "C", "O", "S", "O", "O", "O", "H", "H", "H", "H", "C", "C", "O", "S", "O", "O", "O", "H", "H", "H", "H", "C", "C", "O", "S", "O", "O", "O", "H", "H", "H", "H"], "positions_angstrom": [[-1.011, -1.360, 1.061], [-0.396, -0.658, 0.225], [-0.145, 0.718, 0.252], [-0.792, 1.452, 1.301], [-1.798, 2.545, 0.651], [-3.108, 1.765, 0.102], [-4.380, 1.944, 1.106], [-5.626, 0.060, 1.210], [-4.302, -2.022, 0.921], [0.087, -1.251, -0.656], [-1.361, 0.871, 2.089], [0.013, 2.063, 1.865], [-1.231, 2.991, -0.249], [-2.111, 3.346, 1.405], [-2.870, 0.641, 0.079], [-3.382, 2.152, -0.947], [-4.027, 2.331, 2.123], [-5.056, 2.758, 0.638], [-6.859, 0.106, -0.095], [-6.509, -0.083, 2.787], [3.647, -3.012, -3.258], [3.762, -2.077, -2.064], [3.079, -0.887, -2.460], [1.860, -1.282, -3.456], [0.653, -1.342, -2.684], [1.979, -0.501, -4.651], [2.335, -2.800, -3.779], [4.370, -2.750, -4.037], [3.781, -4.057, -2.978], [4.798, -1.857, -1.806], [3.249, -2.487, -1.190], [-0.391, -3.248, 3.673], [0.572, -2.620, 4.668], [0.881, -3.664, 5.594], [0.850, -5.087, 4.815], [2.197, -5.434, 4.457], [-0.014, -5.977, 5.532], [0.086, -4.583, 3.478], [-1.402, -3.303, 4.084], [-0.414, -2.708, 2.725], [0.137, -1.764, 5.184], [1.502, -2.315, 4.179], [1.287, 2.982, -3.432], [1.554, 4.389, -3.943], [1.395, 5.230, -2.799], [1.854, 4.412, -1.472], [3.207, 4.778, -1.163], [0.794, 4.473, -0.512], [1.868, 2.933, -2.130], [0.213, 2.797, -3.334], [1.728, 2.218, -4.074], [0.867, 4.682, -4.736], [2.584, 4.491, -4.298]]}

***

[3]
{"formula": "C45H61F3NO30", "method": "ωB97M-V with the def2-TZVPD basis set", "total_charge": 1, "e_lumo_ev": -4.60, "homo_energy_ev": -11.8, "symbols": ["C", "C", "C", "O", "N", "C", "C", "C", "C", "O", "O", "C", "C", "C", "C", "O", "C", "C", "C", "O", "C", "C", "O", "C", "C", "C", "C", "F", "C", "F", "F", "H", "H", "H", "H", "H", "H", "H", "H", "H", "H", "H", "H", "H", "H", "H", "H", "H", "H", "H", "H", "H", "H", "H", "H", "H", "H", "H", "H", "H", "C", "C", "O", "C", "O", "O", "H", "H", "H", "H", "C", "C", "O", "C", "O", "O", "H", "H", "H", "H", "C", "C", "O", "C", "O", "O", "H", "H", "H", "H", "C", "C", "O", "C", "O", "O", "H", "H", "H", "H", "C", "C", "O", "C", "O", "O", "H", "H", "H", "H", "C", "C", "O", "C", "O", "O", "H", "H", "H", "H", "C", "C", "O", "C", "O", "O", "H", "H", "H", "H", "C", "C", "O", "C", "O", "O", "H", "H", "H", "H"], "positions_angstrom": [[0.474, -2.789, 6.402], [-0.207, -3.781, 5.424], [0.728, -4.467, 4.426], [1.261, -3.636, 3.352], [0.397, -2.673, 2.926], [-0.689, -3.069, 2.268], [-1.602, -2.185, 1.820], [-1.381, -0.832, 2.017], [-2.399, 0.188, 1.520], [-2.767, 0.120, 0.373], [-2.841, 1.133, 2.384], [-3.590, 0.428, 3.460], [-4.717, 1.370, 3.912], [-5.975, 0.513, 4.206], [-6.612, 0.008, 2.893], [-7.394, -1.145, 3.218], [-6.691, -2.326, 2.887], [-0.235, -0.455, 2.689], [-0.023, 1.021, 2.932], [-0.058, 1.732, 1.702], [-0.165, 3.113, 1.823], [0.401, 3.892, 3.003], [-0.707, 3.697, 0.920], [0.678, -1.382, 3.155], [1.936, -1.053, 3.921], [3.009, -0.228, 3.125], [2.737, -0.078, 1.657], [2.590, 1.183, 1.208], [2.654, -1.051, 0.757], [1.912, -0.842, -0.312], [3.281, -2.197, 0.813], [0.173, -1.771, 6.116], [0.097, -2.920, 7.416], [1.566, -2.807, 6.358], [-0.623, -4.590, 6.037], [-1.083, -3.318, 4.954], [0.249, -5.380, 4.052], [1.605, -4.797, 4.990], [-0.863, -4.128, 2.117], [-2.486, -2.551, 1.308], [-2.885, 0.173, 4.261], [-3.984, -0.482, 2.989], [-4.365, 1.905, 4.797], [-4.917, 2.036, 3.069], [-5.704, -0.315, 4.875], [-6.666, 1.152, 4.764], [-5.863, -0.287, 2.150], [-7.239, 0.813, 2.513], [-7.359, -3.153, 3.146], [-6.509, -2.387, 1.805], [-5.757, -2.437, 3.463], [0.904, 1.228, 3.474], [-0.859, 1.366, 3.558], [1.412, 4.241, 2.778], [0.456, 3.335, 3.945], [-0.278, 4.727, 3.176], [1.626, -0.437, 4.773], [2.428, -1.921, 4.349], [3.167, 0.753, 3.578], [3.977, -0.738, 3.224], [1.676, 0.061, -3.160], [2.786, 0.913, -3.712], [3.162, 0.204, -4.889], [2.099, -0.544, -5.282], [2.069, -1.132, -6.311], [1.121, -0.544, -4.337], [0.925, 0.646, -2.632], [2.041, -0.725, -2.503], [2.457, 1.912, -3.986], [3.628, 0.998, -3.027], [-10.669, 1.203, -0.081], [-10.639, -0.306, -0.116], [-9.255, -0.582, -0.359], [-8.544, 0.483, 0.066], [-7.356, 0.507, 0.162], [-9.349, 1.524, 0.375], [-11.420, 1.596, 0.599], [-10.817, 1.644, -1.068], [-10.925, -0.754, 0.837], [-11.262, -0.723, -0.903], [5.127, -2.678, -4.328], [4.738, -3.131, -5.714], [4.903, -4.551, -5.643], [4.806, -4.910, -4.339], [4.733, -6.030, -3.952], [4.791, -3.817, -3.528], [4.576, -1.797, -4.004], [6.194, -2.481, -4.228], [3.694, -2.906, -5.933], [5.366, -2.707, -6.494], [-5.958, 3.843, 0.338], [-5.918, 4.661, -0.929], [-7.053, 5.516, -0.781], [-7.325, 5.620, 0.547], [-8.100, 6.383, 1.016], [-6.589, 4.730, 1.265], [-4.967, 3.559, 0.687], [-6.571, 2.944, 0.238], [-5.018, 5.276, -1.004], [-6.004, 4.052, -1.827], [5.969, 0.588, 0.196], [5.992, -0.920, 0.144], [7.367, -1.209, -0.083], [8.091, -0.149, 0.365], [9.269, -0.138, 0.476], [7.276, 0.900, 0.674], [5.206, 0.979, 0.868], [5.834, 1.038, -0.791], [5.689, -1.382, 1.088], [5.377, -1.327, -0.657], [-3.181, -1.527, -2.454], [-3.996, -1.304, -3.703], [-4.248, -2.640, -4.149], [-4.152, -3.463, -3.075], [-4.465, -4.606, -3.069], [-3.643, -2.800, -1.999], [-3.347, -0.764, -1.701], [-2.110, -1.595, -2.662], [-4.950, -0.814, -3.499], [-3.461, -0.735, -4.460], [10.264, -0.045, -3.180], [9.791, -0.679, -4.466], [8.468, -1.108, -4.128], [8.038, -0.343, -3.097], [6.920, -0.334, -2.689], [9.041, 0.408, -2.591], [10.947, 0.785, -3.344], [10.734, -0.763, -2.506], [9.731, 0.035, -5.289], [10.405, -1.521, -4.773], [5.080, 5.361, -4.498], [5.296, 4.122, -3.665], [3.958, 3.730, -3.334], [3.134, 4.253, -4.288], [1.983, 3.978, -4.404], [3.799, 5.122, -5.080], [5.837, 5.490, -5.268], [5.030, 6.269, -3.894], [5.771, 3.315, -4.226], [5.876, 4.316, -2.766]]}

***

[4]
{"formula": "C23H34BN14Ru", "method": "ωB97M-V with the def2-TZVPD basis set", "total_charge": 2, "e_lumo_ev": [-6.05, -6.48], "spin_multiplicity": 6, "relative_energy_kcal_mol": 0.00, "homo_energy_ev": [-12.7, -14.2], "symbols": ["Ru", "C", "C", "N", "N", "C", "B", "N", "C", "C", "C", "N", "N", "C", "C", "C", "N", "H", "H", "H", "H", "H", "H", "H", "H", "H", "H", "N", "C", "N", "C", "N", "N", "C", "N", "C", "C", "C", "C", "C", "N", "H", "H", "H", "H", "H", "H", "H", "H", "C", "N", "C", "C", "C", "N", "C", "C", "H", "H", "H", "H", "H", "H", "H", "H", "H", "H", "H", "H", "H", "H", "H", "H"], "positions_angstrom": [[-0.176, -0.300, -0.253], [-0.707, -4.744, -0.334], [-0.267, -3.591, -0.965], [-0.575, -2.501, -0.250], [-1.233, -2.948, 0.850], [-1.320, -4.282, 0.818], [-1.849, -1.991, 1.890], [-0.755, -1.157, 2.602], [-0.693, -0.839, 3.938], [0.260, 0.075, 4.159], [0.889, 0.379, 2.828], [0.164, -0.473, 1.904], [-2.815, -1.005, 1.179], [-4.147, -0.933, 1.259], [-4.578, 0.162, 0.530], [-3.406, 0.720, 0.036], [-2.337, 0.023, 0.434], [-0.611, -5.760, -0.668], [0.233, -3.505, -1.919], [-1.826, -4.812, 1.606], [-2.454, -2.626, 2.703], [-1.354, -1.334, 4.630], [0.574, 0.459, 5.113], [1.958, 0.131, 2.836], [-4.698, -1.658, 1.832], [-5.587, 0.504, 0.390], [-3.290, 1.595, -0.583], [2.732, -2.025, -1.197], [3.417, -0.985, -0.689], [4.738, -1.050, -0.790], [5.408, -0.056, -0.208], [6.732, -0.040, -0.295], [4.818, 0.945, 0.498], [3.510, 0.907, 0.498], [2.702, 0.022, -0.115], [2.908, 1.934, 1.405], [3.476, 2.343, 2.540], [2.648, 2.988, 3.572], [1.335, 2.723, 3.588], [0.722, 1.872, 2.485], [1.508, 2.395, 1.249], [3.292, -2.816, -1.476], [1.799, -2.215, -0.866], [7.207, -0.765, -0.806], [7.256, 0.701, 0.136], [4.502, 2.069, 2.741], [3.116, 3.564, 4.357], [0.697, 3.050, 4.398], [-0.331, 2.076, 2.317], [-1.090, 3.468, 0.116], [-0.296, 2.394, -0.507], [1.100, 2.563, -0.227], [-0.502, 2.516, -1.976], [0.162, 1.460, -2.838], [-0.275, 0.077, -2.570], [0.519, -0.818, -3.434], [-1.694, -0.103, -2.950], [-0.739, 4.451, -0.222], [-1.044, 3.433, 1.200], [-2.133, 3.363, -0.167], [1.458, 3.579, -0.455], [1.689, 1.851, -0.789], [1.586, 3.375, 1.544], [-0.151, 3.498, -2.321], [-1.580, 2.512, -2.137], [1.249, 1.484, -2.740], [-0.048, 1.719, -3.885], [0.331, -0.585, -4.486], [0.227, -1.850, -3.250], [1.578, -0.703, -3.219], [-1.825, 0.095, -4.019], [-2.342, 0.557, -2.381], [-1.993, -1.130, -2.739]]}

***

Taking the records one at a time from the top gives calculated total energy values of -32413.4336, -90643.9913, -118711.6136, -48507.9883 eV.